No. 1
The following is a DFT calculation (wB97M-V/def2-TZVPD) of the molecule C5H7N.

Computed properties:
LUMO energy: 0.95 eV
E_HOMO: -6.76 eV
largest force on an atom: 0.54 eV/Å
energy relative to the best compared isomer or geometry (same formula, charge and spin): 102.5 kcal/mol

Element x y z (Å)
1 H 0.79724 -2.36341 -0.58364
2 C -1.78276 1.58103 -1.36532
3 C 0.09247 -1.65486 -0.17242
4 H 0.00792 1.26192 1.28471
5 C -1.17888 1.07263 -0.45759
6 N 0.55413 -0.49593 0.28591
7 H -0.96421 -1.86182 -0.10118
8 H -2.31398 2.01752 -2.18274
9 C -0.47823 0.48869 0.68627
10 C 1.82043 -0.11226 0.44071
11 H -1.18712 -0.03574 1.33391
12 H 2.59757 -0.82603 0.20297
13 H 2.03541 0.92825 0.62839

Forces on atoms 1 to 6 (eV/Å):
H -0.101 0.071 0.096
C 0.263 -0.232 0.360
C 0.051 0.009 0.038
H -0.062 -0.099 -0.123
C -0.272 0.256 -0.396
N 0.060 -0.104 -0.027

***

No. 2
The following is a DFT calculation (wB97M-V/def2-TZVPD) of a cluster of 2 separate species, C6H5F3O3S in total.

Computed properties:
LUMO energy: -1.74 eV
E_HOMO: -9.48 eV
largest force on an atom: 4.22 eV/Å
energy relative to the best compared isomer or geometry (same formula, charge and spin): 36.2 kcal/mol

Element x y z (Å)
1 H -0.18119 1.61251 0.04661
2 H -0.19710 -0.15254 1.69033
3 C 0.60356 -4.07164 1.04453
4 C -1.08203 -1.57834 0.59353
5 C 0.73917 -3.39236 -0.27801
6 O -1.61338 -2.48260 -1.80258
7 O -1.95783 -1.78982 1.42567
8 H 0.84698 -0.99238 0.69037
9 F -0.65294 -4.51713 1.22197
10 S 1.97654 -3.21749 -1.32981
11 F 0.79000 -3.18342 2.10733
12 H -0.97339 0.40161 -1.12558
13 O 3.21483 -3.75848 -0.71172
14 C -1.24754 -2.17106 -0.75530
15 C -0.14582 0.56657 -0.40334
16 H 0.84874 0.50946 -0.88924
17 F 1.43253 -5.14647 1.16069
18 C -0.11833 -0.50304 0.71411

Forces on atoms 1 to 6 (eV/Å):
H -0.352 -1.415 -0.633
H -0.471 0.889 1.604
C 0.753 0.040 0.201
C -3.801 1.243 1.347
C -1.225 1.591 -1.292
O -0.378 1.135 1.480

***

No. 3
The following is a DFT calculation (wB97M-V/def2-TZVPD) of the ion C3H2O3P with charge -1.

Computed properties:
LUMO energy: 3.91 eV
E_HOMO: -3.35 eV
largest force on an atom: 4.83 eV/Å
energy relative to the best compared isomer or geometry (same formula, charge and spin): 17.6 kcal/mol
charge: -1

Element x y z (Å)
1 O 0.30200 -0.23228 2.61640
2 C -0.09873 0.24149 1.64839
3 C -0.37696 0.96045 0.61570
4 H 0.22804 1.18674 -1.51831
5 C 0.31407 -1.31166 -1.06612
6 H -0.59613 2.09267 0.89337
7 O 0.53163 -1.70265 -2.14883
8 P -0.76506 0.47753 -1.08315
9 O 0.46115 -1.71230 0.04255

Forces on atoms 1 to 6 (eV/Å):
O 0.159 -0.999 1.764
C 0.678 0.372 -0.570
C -1.522 3.288 -0.105
H 2.546 1.798 -1.625
C -2.038 2.673 0.882
H 0.495 -2.455 -0.363

***

No. 4
The following is a DFT calculation (wB97M-V/def2-TZVPD) of a structure of composition C22H42Cl3FeGeSb.

Computed properties:
LUMO energy (spin up / spin down): -4.80 / -3.40 eV
E_HOMO (spin up / spin down): -11.88 / -11.99 eV
<S²>: 0.988
largest force on an atom: 0.83 eV/Å
spin multiplicity: 2
charge: +1

Element x y z (Å)
1 H 2.23520 -2.40327 0.98455
2 H 2.32156 -0.00806 -1.86610
3 C -1.95949 -1.36433 -2.94723
4 H 3.99375 -0.29165 -1.41672
5 C -2.88260 -0.47370 -2.35230
6 Ge 0.17968 0.91966 -3.57299
7 C -1.80226 -2.49947 0.59487
8 H 3.25232 1.27250 -1.09724
9 H -3.94295 1.02941 -0.24993
10 C 3.77381 -0.09659 1.27289
11 H 1.28918 -0.27613 4.84108
12 H -0.85974 -3.03662 0.66537
13 H -4.18860 1.22557 -2.46058
14 C 3.07015 0.20170 -1.09889
15 H 1.61047 -2.11859 2.88916
16 C 0.56993 -1.81825 3.00199
17 H 2.44772 0.18304 3.60516
18 H 0.26470 -2.11935 4.00834
19 C 1.40886 0.28479 3.90930
20 H -3.29501 0.91008 -3.94317
21 C -0.52082 3.19102 1.16424
22 H -3.13814 0.13042 1.03103
23 H -0.86707 -2.05154 -4.67391
24 H 1.10895 3.01498 3.19548
25 H 2.65273 2.67736 2.39354
26 Cl -1.19603 2.21594 -2.11033
27 H -2.56987 -2.49252 -4.59600
28 C 2.66799 -0.36523 0.25621
29 H 3.88135 0.96306 1.51013
30 C -2.82204 -0.66285 -0.93594
31 H -2.60612 -3.23975 0.62080
32 Cl 1.90591 2.21885 -3.65505
33 H 0.09664 -3.59598 -1.23543
34 H -0.45973 4.28131 1.23137
35 C -0.99467 0.10797 3.35567
36 Fe -0.90006 -0.07645 -1.44126
37 H -1.91503 -1.86653 1.46800
38 H 3.42294 -2.29723 -0.30637
39 Sb 0.72177 0.44523 0.83746
40 H -1.03210 2.84476 2.06302
41 C -1.85519 -1.68752 -4.39877
42 H 0.49146 -2.89378 -2.80293
43 C 1.66988 3.13446 2.27396
44 C 0.41006 -0.30056 2.90623
45 H -0.84843 -4.02700 -2.65541
46 H 4.72459 -0.43294 0.84925
47 H 1.21065 2.79628 -1.12072
48 H 1.22211 1.32345 4.14333
49 C -3.66449 0.03143 0.08255
50 H -1.14105 2.95726 0.30613
51 H 1.71665 -2.08965 -0.67580
52 H -0.03156 -2.38586 2.29940
53 C -0.32906 -3.20606 -2.15661
54 C 1.60540 3.17593 -0.18288
55 H 1.82414 4.20912 2.14223
56 Cl -0.71570 1.38293 -5.48117
57 C 0.90145 2.62842 1.05543
58 H 2.67716 2.97728 -0.14757
59 H -1.15872 -0.25389 4.37480
60 C -1.90406 -1.73490 -0.67771
61 C 2.48675 -1.87394 0.06886
62 H -4.58163 -0.53194 0.26658
63 H -1.12025 1.18985 3.37545
64 H -1.78539 -0.31211 2.73582
65 C -1.29157 -2.09357 -1.90584
66 C -3.79364 0.43860 -3.09775
67 H 1.48117 4.26304 -0.19584
68 H -2.11818 -0.85333 -5.04150
69 H -4.63332 -0.14640 -3.48067
70 H 3.62751 -0.64820 2.20091

Forces on atoms 1 to 6 (eV/Å):
H -0.011 0.010 0.033
H 0.000 -0.007 0.058
C 0.189 -0.035 0.005
H 0.025 0.007 -0.003
C 0.079 0.034 0.252
Ge 0.057 0.109 0.708